The following is a DFT calculation (wB97M-V/def2-TZVPD) of a molecular structure, CH10N4.

Structure (XYZ):
```
15
Properties=species:S:1:pos:R:3:forces:R:3
C -0.3775 -1.9160 0.1760 0.01 0.16 0.31
N -0.4812 -0.5186 -0.1836 -0.27 1.31 0.50
N -1.8134 -0.1689 -0.6174 0.03 -0.15 -0.09
H -0.0589 0.6537 0.4660 -0.08 -2.67 -0.73
H -2.0577 -0.6894 -1.4664 0.22 0.14 0.21
H -2.5185 -0.4451 0.0743 0.25 0.00 -0.01
H -0.5773 -2.5831 -0.6823 0.04 0.22 0.10
H -1.0747 -2.2105 0.9815 0.05 0.00 -0.05
H 0.6408 -2.1195 0.5246 -0.08 -0.03 -0.02
N 0.6745 1.6699 -0.0039 0.48 -0.72 0.45
N 1.9691 1.7524 0.6090 0.35 -0.15 -0.10
H 2.4310 0.8438 0.5476 -0.64 -0.10 0.27
H 0.0590 2.4261 0.2865 0.36 -0.06 -0.94
H 0.5564 0.9687 -0.8056 -0.08 1.77 0.36
H 2.6282 2.3365 0.0934 -0.64 0.26 -0.27
```
Positions in Å, forces in eV/Å.

## Properties
ΔE to the lowest compared entry with this formula, charge and spin = 2.1019 eV
HOMO-LUMO gap = 8.54 eV
Max |F| = 2.8 eV/A
Total charge = 0
Total energy = -7155.186 eV
Multiplicity = 1

Mulliken atomic charge list, values in e, 4 entries: C -0.86; N -0.46; N -0.63; H 0.45



The following is a DFT calculation (wB97M-V/def2-TZVPD) of 3 unconnected molecules or ions with the total composition CH10NO2.

Structure (XYZ):
```
14
Properties=species:S:1:pos:R:3:forces:R:3
C 1.6652 0.2198 0.8299 -0.83 -0.63 0.63
N 0.2312 -0.1235 1.4379 0.63 -0.71 0.20
H 1.4017 0.4033 -0.2317 0.97 0.42 1.39
H 1.8850 1.0209 1.5474 0.56 0.42 -1.40
H 2.5144 -0.4974 0.8924 -1.33 -0.20 0.29
H -0.0208 -1.0160 1.8906 0.55 -0.30 -1.14
H -0.4783 0.1648 0.7381 0.22 -0.26 0.09
H 0.1498 0.4689 2.2441 -0.28 0.86 0.26
H -0.4319 2.2523 -0.9813 -0.03 1.97 -0.49
H 0.2848 0.9914 -1.4481 1.23 -0.22 -1.72
O -0.3625 1.3322 -0.8813 -1.68 -1.36 1.72
H -2.2672 -1.7549 -1.2921 0.63 0.06 0.12
H -1.1334 -0.9894 -1.9208 0.27 0.94 -1.45
O -1.3268 -1.5195 -1.1791 -0.89 -0.98 1.47
```
Positions in Å, forces in eV/Å.

## Properties
ΔE to the lowest compared entry with this formula, charge and spin = 1.6252 eV
HOMO-LUMO gap = 11.82 eV
Max |F| = 2.8 eV/A
Total charge = +1
Total energy = -6777.014 eV
Multiplicity = 1

Mulliken atomic charge list, values in e, 4 entries: C -0.43; N -0.37; H 0.14; H 0.28



The following is a DFT calculation (wB97M-V/def2-TZVPD) of a molecular structure, CH10Na6O8.

Structure (XYZ):
```
25
Properties=species:S:1:pos:R:3:forces:R:3
Na 2.3595 -2.9394 0.1283 0.11 -0.38 0.21
Na -0.1104 -2.4406 -2.8887 -0.09 -0.03 -0.36
Na -2.2004 -1.9419 -0.5592 -0.31 0.74 -0.21
Na -1.2683 -1.9266 2.7470 0.00 0.25 0.21
Na 2.0878 -0.0119 -2.4107 -0.48 0.12 -0.09
Na 3.5101 0.9371 0.6777 -0.05 0.05 0.38
C 0.3257 -0.5759 -0.0737 1.12 -0.14 -3.85
O 1.5794 -0.6834 0.1739 1.88 0.20 0.12
O -0.5294 -0.4267 0.7507 -3.40 -0.75 5.93
O -0.1310 -0.6234 -1.2662 1.25 -1.04 -2.61
O -1.6670 0.5863 -3.2799 -0.31 -0.63 -0.21
H -1.3715 0.2000 -2.4555 0.16 0.41 0.43
H -0.9206 0.4898 -3.8714 0.07 0.33 -0.43
O -0.1398 2.7020 -1.2951 0.52 -0.19 -0.36
H -0.5399 2.0160 -0.7608 -0.61 0.20 0.15
H 0.8015 2.5432 -1.2240 0.32 0.38 0.06
O 1.5158 -2.3071 2.4288 -0.51 -0.69 -0.11
H 1.1371 -1.9561 3.2348 0.65 0.02 0.71
H 1.3751 -1.6193 1.7781 0.02 1.02 -0.42
O -2.3319 1.5469 0.0725 -0.19 -0.43 -0.45
H -2.9205 1.6085 0.8248 -0.28 0.46 0.21
H -1.6226 0.9765 0.3687 -0.02 -0.15 0.34
O 0.1091 1.5042 2.5079 0.08 0.12 0.43
H 1.0549 1.6113 2.4062 0.13 0.30 0.29
H -0.1023 0.7304 1.9856 -0.08 -0.17 -0.35
```
Positions in Å, forces in eV/Å.

## Properties
HOMO-LUMO gap (alpha / beta) = 3.93 / 7.96 eV
Max |F| = 6.9 eV/A
Total charge = +3
Total energy = -44055.419 eV
Multiplicity = 2
Expectation value of S² = 0.751

Mulliken atomic charge list, values in e, 4 entries: Na 0.73; Na 0.81; Na 0.80; Na 0.97



The following is a DFT calculation (wB97M-V/def2-TZVPD) of 4 unconnected molecules or ions with the total composition CH10O3.

Structure (XYZ):
```
14
Properties=species:S:1:pos:R:3:forces:R:3
C 1.7272 -1.0324 -0.0942 1.55 0.23 -0.33
H 1.3245 -0.8861 0.8712 -0.34 -0.14 1.15
H 2.3332 -1.9338 -0.1716 -0.12 -0.08 0.24
H 2.3994 -0.1858 -0.2986 -0.38 -0.17 -0.23
H 0.9189 -1.0996 -0.7742 -0.68 0.14 -0.84
O -0.1607 1.7363 0.8292 0.53 0.21 0.14
H 0.7958 1.9113 0.7932 -0.60 -0.16 0.02
H -0.4569 1.6855 -0.0960 0.11 -0.01 -0.15
O -1.3248 0.7429 -1.4601 -0.26 -0.50 0.22
H -1.6022 0.0606 -0.7935 0.18 0.42 -0.57
H -1.0349 0.2609 -2.2432 -0.04 0.09 0.18
O -1.5668 -0.6608 0.8648 -0.18 -0.30 -0.08
H -2.3189 -0.7148 1.4648 0.18 0.15 -0.06
H -1.0339 0.1156 1.1083 0.03 0.12 0.30
```
Positions in Å, forces in eV/Å.

## Properties
ΔE to the lowest compared entry with this formula, charge and spin = 0.0000 eV
HOMO-LUMO gap = 12.14 eV
Max |F| = 1.6 eV/A
Total charge = 0
Total energy = -7342.057 eV
Multiplicity = 1
SMILES = C.O.O.O

Mulliken atomic charge list, values in e, 4 entries: C -0.99; H 0.22; H 0.32; H 0.25



The following is a DFT calculation (wB97M-V/def2-TZVPD) of 4 unconnected molecules or ions with the total composition CH10O3S2.

Structure (XYZ):
```
16
Properties=species:S:1:pos:R:3:forces:R:3
C -0.5407 0.3826 2.5326 0.38 -1.51 2.22
S 0.6084 1.4758 1.8050 0.28 0.45 -1.21
S -0.1866 1.4917 -0.1742 -1.12 -0.98 0.58
H -0.1487 0.3381 3.6194 -1.38 0.56 -1.25
H -1.5682 0.7005 2.3299 0.16 0.15 0.79
H -0.4751 -0.6906 2.3068 0.27 0.31 -0.76
H -1.3032 0.6669 0.1315 1.37 1.08 -0.44
O 2.8894 -2.5571 -2.2177 -0.18 0.09 -0.11
H 2.8107 -2.9853 -3.0773 0.10 0.00 0.06
H 2.0815 -2.0360 -2.1475 0.04 -0.04 0.06
O 3.6817 0.7746 -0.1345 0.20 0.10 -0.02
H 2.8515 1.1137 0.2133 -0.08 -0.18 0.00
H 3.4517 0.1123 -0.7927 -0.07 -0.01 0.04
O -4.4007 0.6166 -1.4402 0.23 0.08 0.05
H -4.5632 -0.1013 -2.0582 -0.13 0.00 0.05
H -5.1887 0.6974 -0.8963 -0.06 -0.09 -0.08
```
Positions in Å, forces in eV/Å.

## Properties
ΔE to the lowest compared entry with this formula, charge and spin = 1.1503 eV
HOMO-LUMO gap = 8.70 eV
Max |F| = 2.7 eV/A
Total charge = 0
Total energy = -29011.353 eV
Multiplicity = 1
SMILES = CSS.O.O.O

Mulliken atomic charge list, values in e, 4 entries: C -0.92; S 0.02; S -0.21; H 0.25



The following is a DFT calculation (wB97M-V/def2-TZVPD) of 5 unconnected molecules or ions with the total composition CH10O5.

Structure (XYZ):
```
16
Properties=species:S:1:pos:R:3:forces:R:3
C -0.8196 1.5708 0.0962 -0.95 -0.39 0.58
O -1.5957 1.4134 -0.8168 0.02 0.11 -0.29
H -0.7461 2.5318 0.6253 0.41 0.04 -0.24
H -0.3199 0.7013 0.5332 0.41 0.20 0.07
O -2.0650 -1.4217 -0.9621 -0.11 0.18 0.33
H -2.0436 -0.4474 -0.8823 0.11 0.00 -0.30
H -2.5819 -1.7093 -0.2003 0.05 -0.11 -0.13
O 0.6398 -2.0392 -1.1213 -0.60 -0.16 -0.16
H -0.3387 -1.9517 -1.0992 0.10 0.08 0.17
H 0.8073 -2.2646 -2.0410 0.32 0.05 0.06
O 1.7501 1.7047 1.4688 0.50 1.33 0.29
H 2.0340 0.7977 1.2534 -0.45 0.45 -0.16
H 2.5489 2.2342 1.4846 0.01 0.29 0.05
O 1.5492 -0.5876 1.0353 0.01 -1.82 0.09
H 1.1651 -1.1546 0.3433 0.28 0.01 -0.40
H 2.2534 -1.1101 1.4308 -0.11 -0.27 0.05
```
Positions in Å, forces in eV/Å.

## Properties
ΔE to the lowest compared entry with this formula, charge and spin = 0.3405 eV
HOMO-LUMO gap = 10.88 eV
Max |F| = 1.8 eV/A
Total charge = 0
Total energy = -11436.137 eV
Multiplicity = 1
SMILES = C=O.O.O.O.O

Mulliken atomic charge list, values in e, 4 entries: C 0.23; O -0.53; H 0.29; H -0.01



The following is a DFT calculation (wB97M-V/def2-TZVPD) of 5 unconnected molecules or ions with the total composition CH10O5.

Structure (XYZ):
```
16
Properties=species:S:1:pos:R:3:forces:R:3
C -1.8969 -1.7243 1.1068 2.05 0.58 3.37
O -1.8183 -0.7742 1.8834 -1.09 -0.29 -1.74
H -1.0629 -2.3968 1.1813 0.38 -0.70 -0.50
H -2.7049 -2.0723 0.5213 -1.47 0.42 -0.97
O -0.1805 1.7330 0.6906 -3.11 -1.88 0.21
H -0.6405 0.7808 0.6104 1.35 3.13 0.65
H -0.8915 2.3567 1.0205 1.16 -1.30 -0.48
O 2.3287 1.8382 -0.0307 -0.19 0.75 1.19
H 2.8633 2.5394 0.3900 -0.10 -0.58 -0.54
H 1.5136 1.8496 0.5421 0.75 -0.20 -0.87
O -0.0431 -2.2825 -0.8138 1.17 1.89 -1.06
H 0.7577 -2.8077 -0.9762 -0.39 0.22 0.07
H 0.2023 -1.3446 -1.1588 -0.75 -1.96 0.64
O 0.2936 0.4966 -1.8446 -0.71 0.11 0.11
H 1.2395 0.4926 -1.7427 0.84 0.20 0.04
H 0.0399 1.3154 -1.3794 0.11 -0.40 -0.13
```
Positions in Å, forces in eV/Å.

## Properties
ΔE to the lowest compared entry with this formula, charge and spin = 0.8427 eV
HOMO-LUMO gap = 10.58 eV
Max |F| = 4.0 eV/A
Total charge = 0
Total energy = -11435.635 eV
Multiplicity = 1
SMILES = C=O.O.O.O.O

Mulliken atomic charge list, values in e, 4 entries: C -0.05; O -0.52; H 0.25; H 0.32



The following is a DFT calculation (wB97M-V/def2-TZVPD) of 5 unconnected molecules or ions with the total composition CH10O5.

Structure (XYZ):
```
16
Properties=species:S:1:pos:R:3:forces:R:3
C 3.8792 -3.2243 -1.1281 -0.02 -2.29 -1.00
O 2.9504 -3.8462 -1.6045 1.25 0.63 -0.17
H 4.9808 -3.3702 -1.4382 -1.39 0.35 0.05
H 3.6643 -2.6625 -0.2578 0.17 1.31 1.12
O -0.1957 -0.0281 1.5715 1.14 -0.30 1.45
H 0.7529 -0.1987 1.5510 0.21 -0.06 1.13
H -0.2549 0.0043 0.6439 -0.70 0.18 -2.33
O -2.4288 1.4547 1.3727 -2.33 -2.14 -0.59
H -1.7318 0.9428 1.7674 1.44 0.13 0.67
H -3.0724 0.6726 1.2922 0.68 2.09 -0.01
O -0.9499 -0.3204 -1.0409 2.25 -0.40 -5.86
H -1.5146 0.0035 -0.4262 -3.34 1.83 2.49
H -1.1763 0.1450 -1.9489 0.67 -1.31 3.04
O -1.6891 3.5636 -0.5060 -0.61 -0.53 -1.46
H -1.2307 4.0436 0.1418 1.11 1.39 1.18
H -1.9833 2.8204 0.0100 -0.51 -0.87 0.29
```
Positions in Å, forces in eV/Å.

## Properties
ΔE to the lowest compared entry with this formula, charge and spin = 1.3685 eV
HOMO-LUMO gap = 10.74 eV
Max |F| = 6.3 eV/A
Total charge = 0
Total energy = -11435.109 eV
Multiplicity = 1
SMILES = C=O.O.O.O.O

Mulliken atomic charge list, values in e, 4 entries: C -0.03; O -0.38; H 0.21; H 0.21